An isolated molecule of C6H12O at a distorted geometry, computed with the ωB97M-V functional and the def2-TZVPD basis.

```
19
Properties=species:S:1:pos:R:3:mulliken_charge:R:1
C 2.390 -0.417 0.855 -1.189
C 1.465 -0.460 -0.363 -0.522
C 0.266 0.537 -0.552 -0.183
C -0.752 -0.016 -1.505 -1.062
C -1.277 0.471 -0.214 1.086
C -1.750 -0.305 0.977 -1.305
O -2.089 1.592 -0.517 -0.558
H 3.197 -1.165 0.779 0.366
H 1.836 -0.635 1.772 0.260
H 2.870 0.561 0.950 0.300
H 1.085 -1.489 -0.460 0.260
H 2.103 -0.356 -1.261 0.333
H 0.406 1.609 -0.622 0.356
H -0.756 -1.090 -1.648 0.268
H -0.974 0.594 -2.371 0.277
H -2.691 -0.828 0.796 0.296
H -1.907 0.385 1.822 0.396
H -0.969 -1.002 1.288 0.301
H -2.451 2.014 0.273 0.319
```

Computed properties:
Lowest unoccupied orbital energy   1.00 eV
ΔE to the lowest compared entry with this formula, charge and spin   43.51 kcal/mol
HOMO level   -0.3240 Eh
SMILES string   CC[C@H]1C[C@]1(C)O
Total energy   -8462.4670 eV